ORCA calculation (ωB97M-V/def2-TZVPD) on C39H46N9O6P2S2Sc as an isolated structure in a non-equilibrium geometry.

Each line ends with the Löwdin charge.
Cartesian coordinates (Å):
Sc (0.607433, 0.604963, 0.453464)  0.843
O (-2.131738, 5.308217, 5.429032)  -0.023
C (-2.896905, 4.640823, 4.719807)  -0.695
O (-4.136522, 4.597162, 4.633746)  -0.041
C (-2.171774, 3.716025, 3.699729)  -0.070
C (-2.901716, 2.839807, 2.906754)  0.011
C (-2.237999, 2.011331, 2.027985)  -0.212
N (-0.908543, 1.986156, 1.883349)  0.026
C (-0.208059, 2.833607, 2.658798)  -0.174
C (-0.789634, 3.706583, 3.557547)  0.081
C (1.285663, 2.685525, 2.533105)  -0.548
O (2.065557, 3.421299, 3.088815)  0.108
O (1.608629, 1.642702, 1.815041)  -0.166
H (-3.979821, 2.835530, 3.006422)  0.121
H (-2.805239, 1.330285, 1.405738)  0.054
H (-0.180354, 4.361781, 4.164790)  0.133
C (-2.420768, -1.166831, 2.882396)  -0.247
P (-1.752443, -1.089528, 1.175499)  0.855
C (-1.415546, -2.879526, 0.952108)  -0.277
C (-3.295372, -0.894360, 0.159081)  -0.399
C (-3.420522, 0.322485, -0.774767)  -0.402
P (-1.879125, 1.288739, -1.156176)  0.853
C (-1.797867, 1.169884, -2.987316)  -0.278
C (-2.541067, 2.999096, -1.038719)  -0.243
H (-3.279255, -1.841079, 2.906120)  0.053
H (-2.726240, -0.187560, 3.245865)  0.038
H (-1.655556, -1.558874, 3.551319)  0.034
H (-2.343784, -3.454283, 0.962493)  0.050
H (-0.786372, -3.229089, 1.771656)  0.039
H (-0.901456, -3.052464, 0.007774)  0.007
H (-4.139998, -0.920555, 0.850623)  0.083
H (-3.347385, -1.802982, -0.436648)  0.043
H (-4.135054, 1.039082, -0.365863)  0.076
H (-3.835674, -0.005806, -1.729053)  0.069
H (-2.781391, 1.350871, -3.426585)  0.047
H (-1.449605, 0.182902, -3.283224)  -0.006
H (-1.104057, 1.917338, -3.371686)  0.030
H (-3.480567, 3.065449, -1.591838)  0.056
H (-1.845417, 3.714292, -1.471986)  0.029
H (-2.715534, 3.292486, -0.006606)  0.033
C (1.793042, -1.298031, 5.836244)  -0.063
C (0.886686, -0.445932, 5.222062)  -0.045
C (0.749558, -0.465632, 3.844200)  -0.041
C (1.505313, -1.353690, 3.089089)  -0.233
C (2.429033, -2.200290, 3.697693)  -0.006
C (2.565117, -2.167962, 5.073240)  -0.065
N (1.349968, -1.319174, 1.672192)  0.010
N (1.785854, -2.312877, 1.073395)  0.121
C (1.715287, -2.227959, -0.338601)  -0.333
C (2.360458, -3.218739, -1.053462)  0.021
C (2.433705, -3.088869, -2.429819)  -0.024
C (1.846686, -1.989354, -3.032314)  -0.024
C (1.183974, -1.070400, -2.238228)  -0.135
N (1.110698, -1.186382, -0.913855)  0.044
H (1.913214, -1.272001, 6.911265)  0.108
H (0.301053, 0.249422, 5.808526)  0.118
H (0.061825, 0.212524, 3.358169)  0.081
H (3.046822, -2.842452, 3.086901)  0.113
H (3.289880, -2.811468, 5.553829)  0.107
H (2.836293, -4.025597, -0.516237)  0.126
H (2.966600, -3.821932, -3.020217)  0.117
H (1.906150, -1.830437, -4.099283)  0.116
H (0.699452, -0.204116, -2.670132)  0.099
N (7.368098, 4.335694, 2.627022)  0.101
C (6.683641, 3.346089, 1.940016)  -0.313
C (6.858407, 3.184437, 0.563904)  -0.028
C (6.185980, 2.184059, -0.114215)  -0.072
C (5.342140, 1.330175, 0.581040)  -0.296
C (5.173252, 1.468028, 1.955624)  -0.044
C (5.840826, 2.466421, 2.628494)  -0.013
S (4.374729, 0.145100, -0.268697)  0.589
O (4.243317, -1.027464, 0.557758)  -0.299
O (4.893691, -0.000664, -1.608171)  -0.327
N (2.908910, 0.819753, -0.294832)  -0.169
C (2.536496, 1.727835, -1.182703)  -0.720
S (3.435432, 2.516755, -2.441206)  1.084
C (2.016160, 3.434435, -2.843925)  -0.382
C (0.983867, 3.073453, -2.062170)  -0.260
N (1.250938, 2.094866, -1.129069)  -0.069
H (7.679255, 5.118795, 2.076966)  0.089
H (6.969224, 4.609091, 3.509989)  0.092
H (7.521992, 3.850917, 0.026032)  0.111
H (6.323457, 2.051531, -1.178888)  0.102
H (4.494137, 0.812331, 2.484398)  0.116
H (5.694854, 2.588614, 3.694463)  0.117
H (2.031360, 4.186485, -3.613764)  0.065
H (0.006491, 3.522546, -2.105128)  0.078
N (-1.675192, -2.001158, -2.308819)  0.209
C (-2.299480, -2.701079, -2.991031)  -0.233
N (-3.014886, -3.493166, -3.757869)  -0.100
C (-3.032039, -4.944013, -3.557813)  -0.139
C (-2.522477, -5.648364, -4.807572)  -0.179
C (-3.299210, -5.185420, -6.039222)  -0.200
C (-3.227543, -3.666600, -6.189721)  -0.178
C (-3.731599, -2.980235, -4.927828)  -0.139
H (-4.064314, -5.246229, -3.350441)  0.129
H (-2.431105, -5.178089, -2.681020)  0.127
H (-2.610357, -6.727943, -4.675006)  0.115
H (-1.460203, -5.420508, -4.934968)  0.118
H (-4.346704, -5.491622, -5.944088)  0.117
H (-2.910769, -5.671526, -6.934656)  0.112
H (-3.818110, -3.331443, -7.043912)  0.115
H (-2.192196, -3.362713, -6.369177)  0.119
H (-4.798922, -3.184048, -4.789190)  0.129
H (-3.598730, -1.900522, -4.967440)  0.125

Cartesian forces, eV/Å:
Sc -0.4328 1.0946 0.5729
O -0.0022 -0.0788 0.0969
C 0.0253 0.2461 -0.2802
O -0.0108 -0.0989 0.0994
C -0.0034 -0.0701 0.1014
C 0.0074 -0.0047 -0.0176
C -0.0370 0.0371 -0.0311
N 0.0157 -0.0689 -0.0234
C 0.0026 0.0125 -0.0433
C -0.0029 -0.0006 -0.0031
C 0.0056 -0.1788 0.1162
O -0.0357 0.0476 -0.0093
O 0.1978 -0.0730 0.1089
H -0.0005 -0.0029 -0.0005
H 0.0127 -0.0095 -0.0002
H 0.0034 -0.0014 -0.0021
C -0.0337 -0.0123 -0.0152
P 0.2057 -0.2813 -0.0514
C -0.0246 -0.0200 -0.0074
C -0.0084 -0.0247 -0.0066
C -0.0238 0.0180 0.0019
P 0.1168 -0.0685 -0.1384
C 0.0022 -0.0466 -0.0101
C -0.0252 0.0077 -0.0293
H -0.0030 0.0041 0.0052
H 0.0057 0.0037 -0.0001
H 0.0058 0.0067 -0.0009
H -0.0088 0.0123 0.0238
H 0.0298 0.0001 -0.0218
H -0.0406 -0.0034 -0.0226
H -0.0035 0.0109 -0.0040
H 0.0077 0.0001 -0.0035
H 0.0182 -0.0025 0.0336
H -0.0038 0.0159 -0.0077
H 0.0011 0.0113 0.0049
H -0.0396 -0.0079 -0.0088
H 0.0214 -0.0117 0.0097
H -0.0002 -0.0034 0.0026
H 0.0067 -0.0023 0.0082
H -0.0087 -0.0116 0.0046
C 0.0019 -0.0075 -0.0125
C 0.0073 0.0004 0.0139
C -0.0036 0.0067 -0.0154
C 0.0444 -0.0045 0.0703
C 0.0092 -0.0022 -0.0292
C -0.0043 0.0065 0.0161
N 0.2543 0.1712 -0.1222
N -0.2257 -0.1032 0.0422
C 0.0801 0.0701 -0.0725
C 0.0053 -0.0085 0.0177
C 0.0052 0.0049 -0.0131
C 0.0037 -0.0006 0.0099
C -0.1379 -0.0765 -0.0198
N 0.0084 0.0089 -0.0223
H 0.0013 0.0009 0.0006
H -0.0032 -0.0025 0.0012
H -0.0030 -0.0063 -0.0099
H -0.0031 0.0023 -0.0039
H -0.0004 -0.0004 0.0003
H -0.0002 0.0021 0.0019
H -0.0008 -0.0024 0.0019
H -0.0077 -0.0048 -0.0021
H 0.0337 0.0040 0.0056
N 0.0205 -0.0198 0.0075
C -0.0073 0.0064 -0.0057
C 0.0020 0.0020 -0.0013
C 0.0455 -0.0324 0.0151
C 0.0800 -0.0830 0.0033
C -0.0734 0.0911 -0.0039
C 0.0014 -0.0193 0.0040
S 0.0398 0.1988 0.1610
O 0.0375 -0.0439 -0.0336
O -0.0210 0.0573 -0.0171
N -0.1610 -0.5908 -0.3454
C -0.0411 -0.1164 0.1176
S -0.0094 0.0371 -0.0237
C 0.0364 -0.0254 0.0216
C 0.0187 0.0570 0.0239
N 0.1125 0.0724 -0.1773
H -0.0067 0.0037 0.0009
H -0.0088 0.0084 -0.0057
H 0.0023 0.0004 0.0038
H -0.0103 0.0054 -0.0019
H -0.0068 0.0050 -0.0075
H -0.0088 0.0089 -0.0019
H 0.0015 -0.0003 -0.0007
H -0.0098 -0.0166 0.0046
N -0.0724 -0.0820 -0.0492
C 0.0346 -0.0321 0.0010
N -0.0430 0.0087 0.0207
C -0.0052 0.0026 -0.0120
C 0.0181 0.0058 0.0005
C 0.0015 -0.0051 -0.0095
C 0.0150 0.0068 0.0019
C 0.0009 -0.0154 0.0020
H 0.0051 -0.0095 0.0104
H 0.0136 0.0040 -0.0069
H -0.0150 0.0004 -0.0021
H 0.0017 -0.0056 0.0038
H 0.0003 0.0024 0.0035
H 0.0040 0.0015 0.0007
H -0.0116 -0.0091 0.0037
H -0.0016 0.0052 -0.0055
H -0.0030 0.0120 -0.0058
H 0.0160 0.0001 -0.0053

Properties
HOMO-LUMO gap in eV: 5.6
Energy above the lowest of the compared OMol25 structures with the same formula, charge and spin in kJ/mol: 64.9